Record 1
Entry from the OMol25 dataset: 7 unconnected molecules or ions with the total composition C56H82FNO9P3S2 at a distorted geometry (ωB97M-V/def2-TZVPD).

```
154
Properties=species:S:1:pos:R:3:forces:R:3
C -1.494 3.478 6.098 0.05 -0.25 0.01
C -0.796 4.166 4.765 -0.07 0.04 2.19
O -1.781 5.009 4.083 1.79 -1.46 -1.32
C -1.368 5.273 2.678 -0.48 0.90 0.51
C -2.728 5.207 1.788 -0.06 1.32 -0.27
C -2.524 4.682 0.260 -0.89 -0.81 -0.05
C -1.615 3.338 0.108 0.20 -0.20 -0.36
C -2.384 2.089 -0.640 0.55 0.02 -0.47
C -1.993 0.687 0.147 -0.04 -0.94 -1.33
C -0.392 0.453 -0.023 1.60 -0.19 0.32
C 0.100 0.270 -1.580 0.24 1.55 -0.08
C 1.632 -0.358 -1.671 -1.20 0.28 0.16
C 1.611 -1.526 -2.802 0.77 0.02 -0.68
C 2.711 -2.708 -2.599 -0.23 -0.82 -0.81
C 2.872 -3.253 -1.076 -0.08 1.07 -0.08
C 3.453 -4.765 -0.943 -0.02 0.94 0.48
O 2.354 -5.684 -1.282 1.06 0.30 2.30
C 1.734 -6.025 0.008 -1.81 0.17 0.43
O -2.534 -0.549 -0.486 -0.15 1.72 1.50
P -2.855 -1.832 0.689 -0.20 0.55 1.86
F -3.202 -3.007 1.969 -0.07 0.47 -1.51
C -4.579 -2.187 -0.042 -2.15 -0.02 -0.10
C -5.026 -3.752 -0.025 -0.59 -0.22 0.40
C -5.833 -4.238 -1.366 -0.90 -0.14 1.63
S -4.850 -5.387 -2.477 0.36 -0.72 -7.01
O -4.116 -4.523 -3.541 -1.91 -2.55 4.70
O -5.731 -6.408 -3.247 2.40 3.06 3.79
O -3.676 -6.305 -1.652 -2.29 1.37 0.71
P -1.703 -3.222 -0.578 0.71 -2.61 1.30
N -0.974 -4.272 0.455 -0.79 -0.06 -1.56
O -3.376 -0.677 1.921 1.16 1.48 -2.38
C -2.659 0.605 1.656 -1.42 -2.38 1.82
S -4.063 1.834 2.042 0.02 0.48 -0.23
P -1.541 0.833 3.181 1.25 0.68 1.57
O -0.100 -0.124 3.104 -2.52 -0.70 -0.12
O -2.444 0.222 4.526 0.83 -1.26 -2.32
H -2.562 3.073 5.879 1.93 0.74 0.14
H -1.574 4.223 6.984 0.13 -1.07 -1.63
H -0.861 2.566 6.494 -1.10 1.82 -1.00
H -0.359 3.306 4.119 -0.84 1.72 0.85
H 0.021 4.891 5.199 -1.06 -1.52 -1.04
H -0.910 6.361 2.703 -0.88 -1.97 -0.38
H -0.512 4.577 2.321 -1.66 0.87 0.68
H -3.586 4.637 2.356 2.15 0.80 -1.16
H -3.118 6.319 1.705 0.69 -2.11 0.15
H -3.598 4.397 -0.137 2.05 0.69 0.76
H -2.122 5.499 -0.468 -0.62 -1.31 1.55
H -0.675 3.638 -0.537 -1.71 -0.79 1.31
H -1.212 2.910 1.115 -0.82 1.12 -1.56
H -1.970 2.093 -1.745 -0.88 -0.52 2.23
H -3.533 2.242 -0.739 2.03 -0.33 0.53
H 0.268 1.330 0.408 -1.41 -1.58 -0.67
H -0.004 -0.509 0.539 -1.21 1.93 -0.95
H -0.639 -0.330 -2.241 1.24 0.91 1.41
H 0.133 1.360 -2.028 -0.10 -2.09 0.66
H 1.879 -0.715 -0.596 -0.28 0.20 -1.92
H 2.418 0.487 -1.918 -1.59 -1.72 0.32
H 0.555 -2.015 -2.968 2.01 1.07 0.75
H 1.867 -1.015 -3.835 -0.58 -0.96 1.96
H 2.345 -3.616 -3.256 0.71 1.71 1.25
H 3.726 -2.369 -3.092 -1.75 -0.66 1.29
H 3.518 -2.448 -0.502 -1.05 -1.85 -0.94
H 1.810 -3.214 -0.571 1.95 -0.31 -0.93
H 4.398 -4.975 -1.593 -1.87 0.43 0.88
H 3.760 -4.928 0.179 -0.42 0.26 -2.12
H 2.302 -6.844 0.604 -0.53 1.41 -1.09
H 0.640 -6.428 -0.171 2.33 0.83 0.08
H 1.587 -5.044 0.643 0.26 -2.09 -1.13
H -1.579 -1.716 1.396 0.02 -0.15 -0.75
H -5.353 -1.616 0.642 1.55 -1.08 -1.39
H -4.748 -1.773 -1.119 0.75 -0.64 1.87
H -4.168 -4.509 0.163 -1.24 1.56 -0.17
H -5.777 -3.882 0.872 1.54 0.08 -1.80
H -6.761 -4.869 -1.003 1.85 1.10 -1.08
H -6.192 -3.355 -2.042 0.92 -1.87 1.00
H -4.020 -6.575 -0.741 0.45 0.48 -1.55
H -2.552 -3.934 -1.532 0.84 0.91 0.12
H -0.680 -2.473 -1.255 -0.82 -0.05 -0.09
H -1.273 -5.238 0.208 0.34 0.89 0.28
H -4.805 1.358 3.138 1.42 -0.28 -1.12
H -0.285 -1.098 3.002 0.20 1.06 -0.06
H -2.683 -0.747 4.410 0.19 1.48 -0.11
C -9.813 -8.844 -5.740 0.08 0.12 0.01
C -10.179 -7.929 -6.726 0.08 0.03 0.08
C -9.497 -6.719 -6.843 0.07 -0.10 0.13
C -8.442 -6.428 -5.980 -0.17 -0.17 -0.03
C -8.072 -7.345 -4.997 0.01 -0.05 0.04
C -8.760 -8.551 -4.874 -0.13 0.14 -0.23
H -10.346 -9.786 -5.647 0.05 0.10 -0.02
H -10.998 -8.159 -7.402 0.09 0.03 0.08
H -9.788 -6.004 -7.607 0.03 -0.09 0.07
H -7.907 -5.488 -6.075 -0.03 -0.13 0.03
H -7.248 -7.118 -4.326 -0.28 -0.05 -0.23
H -8.476 -9.262 -4.105 -0.01 0.08 -0.08
C 8.125 -1.138 -1.731 -0.10 -0.03 0.14
C 6.811 -0.756 -1.996 0.03 -0.06 0.14
C 5.837 -0.871 -1.006 0.16 -0.01 0.04
C 6.180 -1.360 0.254 0.12 0.03 -0.13
C 7.495 -1.738 0.520 -0.04 0.04 -0.13
C 8.467 -1.632 -0.473 -0.16 0.07 -0.05
H 8.883 -1.051 -2.505 -0.09 -0.01 0.09
H 6.545 -0.369 -2.976 0.02 -0.06 0.12
H 4.812 -0.580 -1.215 0.11 -0.03 0.02
H 5.423 -1.445 1.028 0.08 0.00 -0.10
H 7.762 -2.118 1.503 -0.04 0.04 -0.13
H 9.490 -1.932 -0.267 -0.11 0.04 -0.02
C 4.347 5.579 3.704 -0.12 -0.05 -0.05
C 3.736 6.264 2.656 0.04 -0.17 0.01
C 2.801 5.617 1.850 0.04 -0.11 0.11
C 2.471 4.286 2.098 0.10 0.11 0.08
C 3.079 3.601 3.149 0.04 0.07 -0.01
C 4.020 4.246 3.949 -0.11 0.11 -0.14
H 5.078 6.083 4.330 -0.07 -0.06 -0.08
H 3.989 7.304 2.467 -0.01 -0.11 0.01
H 2.330 6.150 1.029 0.03 -0.05 0.09
H 1.738 3.783 1.473 0.08 0.03 0.07
H 2.819 2.564 3.343 0.00 0.13 -0.04
H 4.498 3.710 4.764 -0.06 0.06 -0.08
C 2.577 9.547 4.925 -0.18 0.05 -0.04
C 2.201 10.741 5.537 -0.08 -0.06 -0.08
C 0.893 11.206 5.413 0.03 -0.16 -0.08
C -0.042 10.471 4.684 0.17 -0.03 0.02
C 0.334 9.275 4.076 0.08 0.10 0.06
C 1.644 8.815 4.192 -0.05 0.12 0.06
H 3.598 9.186 5.019 -0.11 0.03 -0.01
H 2.927 11.310 6.110 -0.09 -0.07 -0.07
H 0.601 12.140 5.884 0.03 -0.11 -0.04
H -1.062 10.831 4.592 0.12 -0.05 0.01
H -0.395 8.702 3.509 0.10 0.06 0.09
H 1.938 7.885 3.713 -0.07 0.10 0.10
C 7.794 5.652 2.411 0.15 -0.03 0.07
C 7.674 4.381 2.970 0.11 0.01 0.00
C 8.771 3.786 3.592 0.04 0.19 -0.06
C 9.985 4.468 3.664 -0.14 0.06 -0.07
C 10.103 5.741 3.109 -0.10 -0.07 0.00
C 9.010 6.331 2.479 -0.04 -0.17 0.09
H 6.940 6.114 1.923 0.08 -0.08 0.07
H 6.726 3.853 2.919 0.12 0.09 -0.02
H 8.679 2.793 4.021 0.00 0.12 -0.05
H 10.838 4.006 4.153 -0.10 0.06 -0.06
H 11.049 6.272 3.167 -0.12 -0.07 -0.01
H 9.104 7.321 2.041 -0.01 -0.11 0.05
C -2.322 -5.367 -7.409 -0.06 -0.25 0.01
C -3.085 -5.548 -6.257 0.05 0.05 -0.17
C -3.463 -6.831 -5.866 0.08 -0.07 -0.08
C -3.070 -7.935 -6.622 0.06 0.22 -0.07
C -2.304 -7.754 -7.772 -0.04 0.10 0.05
C -1.933 -6.470 -8.168 -0.08 -0.01 0.13
H -2.030 -4.367 -7.715 -0.03 -0.11 0.04
H -3.386 -4.690 -5.664 0.05 -0.23 -0.08
H -4.064 -6.971 -4.972 0.07 0.07 -0.13
H -3.361 -8.935 -6.314 0.03 0.11 -0.03
H -1.996 -8.614 -8.360 -0.03 0.10 0.06
H -1.341 -6.329 -9.067 -0.04 -0.02 0.09
```
Forces are in eV/Å.

The LUMO energy comes out at 0.06606 hartree. As for the HOMO-LUMO gap: 6.696 eV. The multiplicity is 1. The HOMO energy is -4.90 eV. The total charge is -1.

These are the Löwdin partial charges, in e, on atoms 1 to 4: number 1, C, carries -0.108; number 2, C, carries -0.269; number 3, O, carries -0.228; number 4, C, carries -0.188

Record 2
Entry from the OMol25 dataset: 8 unconnected molecules or ions with the total composition C56H87F4N10O9S4 at a distorted geometry (ωB97M-V/def2-TZVPD).

```
170
Properties=species:S:1:pos:R:3:forces:R:3
C -0.766 -1.000 1.478 1.47 -0.70 -0.96
C -0.895 0.295 0.707 -0.10 -0.77 -0.07
O -0.208 0.393 -0.517 -0.56 -0.05 1.18
H -1.053 -1.819 0.818 -0.88 -0.09 0.35
H -1.203 -1.061 2.475 -0.50 0.21 -0.33
H 0.277 -1.283 1.614 0.46 0.38 0.30
H -0.538 1.132 1.307 0.41 0.65 0.15
H -1.961 0.507 0.623 -0.30 0.36 -0.59
C 6.195 -6.739 2.769 0.18 -0.57 -0.85
N 5.681 -5.463 2.242 -2.55 0.80 0.62
C 6.472 -4.532 1.746 1.28 1.58 -0.50
C 6.038 -3.254 1.350 1.18 -2.22 -0.19
C 4.711 -3.027 1.390 -2.86 0.53 -1.06
C 3.768 -3.992 1.817 2.48 -1.33 1.08
C 4.322 -5.247 2.283 -0.38 2.48 -0.42
C 4.188 -1.816 0.646 -0.39 0.81 1.99
C 4.616 -1.554 -0.613 -0.61 0.92 -2.32
C 4.118 -0.434 -1.301 0.29 0.86 1.02
N 3.336 0.546 -0.706 1.50 -2.52 -0.76
C 2.893 0.299 0.558 0.42 -0.60 -1.00
C 3.315 -0.862 1.205 -0.42 -0.04 0.52
C 3.002 1.748 -1.503 -1.13 0.06 0.82
H 5.375 -7.318 3.193 0.15 0.19 0.03
H 6.997 -6.590 3.492 -0.11 0.11 -0.17
H 6.532 -7.225 1.854 0.39 -0.54 0.41
H 7.521 -4.745 1.602 0.11 -0.43 0.35
H 6.726 -2.607 0.826 0.20 0.14 0.39
H 2.733 -3.689 1.862 -0.50 -0.71 0.19
H 3.722 -6.020 2.741 -0.10 -0.06 -0.13
H 5.229 -2.263 -1.149 0.21 0.14 -0.14
H 4.437 -0.218 -2.310 -0.04 0.02 -0.07
H 2.153 1.010 0.895 0.16 -0.10 0.58
H 2.944 -1.084 2.195 -0.31 0.24 0.22
H 2.702 1.483 -2.517 0.37 -0.17 0.08
H 3.776 2.515 -1.474 0.18 -0.35 0.00
H 2.104 2.132 -1.018 0.01 0.28 -0.13
C 3.500 -0.160 -10.160 -0.59 0.73 -0.33
N 3.132 -0.795 -8.861 -0.32 -0.74 1.19
C 4.100 -1.373 -8.087 -1.65 0.49 0.13
C 3.817 -1.780 -6.762 -0.04 0.00 -1.23
C 2.504 -1.769 -6.244 0.72 1.51 -2.03
C 1.490 -1.196 -7.099 2.03 -1.24 -0.46
C 1.838 -0.736 -8.405 0.42 -0.35 1.84
C 2.242 -2.146 -4.845 -0.50 -0.31 1.24
C 2.989 -3.057 -4.085 0.85 -0.05 -1.36
C 2.658 -3.443 -2.802 -0.49 0.21 -1.55
N 1.566 -2.917 -2.273 -1.05 1.44 1.22
C 0.827 -1.906 -2.857 2.40 -1.99 -0.32
C 1.183 -1.564 -4.158 -1.85 0.52 1.11
C 1.137 -3.331 -0.903 1.09 0.41 -0.27
H 2.694 -0.323 -10.874 0.11 -0.10 0.07
H 4.451 -0.446 -10.611 -0.08 -0.66 0.52
H 3.585 0.911 -9.975 -0.14 0.03 0.06
H 5.031 -1.449 -8.629 0.39 -0.10 0.58
H 4.678 -2.114 -6.202 -0.08 -0.19 0.15
H 0.483 -1.334 -6.734 -0.30 0.62 -0.57
H 1.095 -0.246 -9.017 0.10 -0.13 -0.30
H 3.836 -3.527 -4.562 0.11 -0.19 0.10
H 3.184 -4.243 -2.303 -0.10 0.07 0.23
H 0.081 -1.488 -2.199 -0.41 0.07 -0.39
H 0.461 -0.868 -4.559 0.41 0.31 -0.60
H 0.167 -3.814 -1.026 -0.01 -0.11 0.78
H 1.187 -2.434 -0.285 -0.92 0.06 -0.02
H 1.980 -3.897 -0.507 -0.64 -0.79 -0.04
C -3.565 0.861 -2.175 -0.97 -0.12 1.14
N -4.914 0.288 -1.866 0.77 0.60 -0.18
C -5.555 -0.371 -2.837 -1.20 -0.42 0.94
C -6.852 -0.823 -2.602 0.53 0.21 0.63
C -7.504 -0.475 -1.390 0.81 -0.63 -0.67
C -6.782 0.227 -0.413 1.00 -0.33 -0.27
C -5.416 0.530 -0.627 -2.19 -0.40 -1.13
C -8.883 -1.010 -1.135 -1.45 0.62 -0.18
C -9.093 -2.396 -1.067 -0.18 0.31 -0.16
C -10.384 -2.898 -1.073 0.82 1.38 0.28
N -11.414 -2.026 -1.059 0.22 0.39 -0.55
C -11.306 -0.695 -1.055 1.79 0.06 0.29
C -10.033 -0.148 -1.085 1.14 -0.75 0.23
C -12.726 -2.548 -1.275 -1.11 -2.04 0.58
H -3.379 0.877 -3.249 -0.03 -0.23 0.26
H -2.872 0.267 -1.580 0.33 0.18 -0.44
H -3.663 1.873 -1.781 0.55 0.12 -0.25
H -5.017 -0.585 -3.748 -0.02 0.07 0.05
H -7.238 -1.506 -3.344 -0.54 0.17 0.02
H -7.301 0.399 0.518 0.42 0.27 0.25
H -4.756 1.030 0.066 -0.18 -0.11 0.12
H -8.288 -3.115 -1.045 0.29 0.07 -0.08
H -10.535 -3.966 -1.125 -0.56 0.04 0.11
H -12.217 -0.115 -1.037 0.04 -0.01 -0.03
H -9.933 0.927 -1.045 0.09 0.05 -0.20
H -12.633 -3.108 -2.205 -0.80 0.09 -0.02
H -13.552 -1.840 -1.225 0.48 0.20 -0.35
H -12.874 -3.242 -0.447 -0.42 -0.30 -0.22
C -1.446 6.346 2.150 -0.87 0.57 0.29
C -1.481 5.284 1.046 1.07 1.01 -0.67
C -0.838 5.915 -0.287 -0.28 -1.39 -0.09
N -0.975 5.097 -1.622 -0.62 1.12 -0.67
C 0.096 5.644 -2.599 -0.62 0.45 -0.54
C 0.029 5.036 -3.993 0.04 -0.23 -0.54
C 0.460 3.583 -3.913 -1.41 0.14 1.46
C -0.497 2.930 -2.846 0.56 -0.44 0.91
C -0.712 3.621 -1.431 0.05 1.25 -1.08
C -2.445 5.368 -2.188 1.72 -0.78 0.93
H -1.968 5.999 3.042 -0.04 -0.32 -0.08
H -2.032 7.211 1.840 0.16 0.19 -0.04
H -0.487 6.701 2.528 0.26 -0.22 -0.56
H -2.520 4.979 0.915 -0.01 0.08 -0.30
H -0.941 4.432 1.458 0.24 -0.26 -0.61
H 0.244 6.042 -0.261 -0.05 0.08 0.74
H -1.272 6.880 -0.549 -0.10 -0.02 0.35
H 1.086 5.432 -2.195 -0.14 0.21 0.47
H -0.087 6.714 -2.700 0.20 0.04 0.41
H 0.661 5.510 -4.743 0.19 0.69 0.52
H -0.974 5.196 -4.389 -0.11 -0.41 -0.12
H 1.501 3.545 -3.590 0.11 0.02 0.21
H 0.426 3.045 -4.860 -0.34 0.03 0.05
H -0.061 1.964 -2.592 -0.54 -0.36 -0.02
H -1.493 2.808 -3.274 0.13 -0.25 -0.18
H 0.144 3.565 -0.759 0.27 -0.05 -0.24
H -1.563 3.321 -0.819 -0.05 -0.81 -0.46
H -3.101 5.123 -1.352 -0.06 -0.09 -0.21
H -2.584 4.704 -3.041 -0.20 0.30 0.16
H -2.569 6.423 -2.430 0.30 -0.14 -0.13
C 6.109 3.826 8.873 -0.78 0.20 -0.19
C 5.589 3.403 7.473 -1.32 -0.45 0.44
C 4.397 2.389 7.582 0.60 -0.34 -1.06
N 3.791 1.871 6.231 0.23 -1.16 -1.29
C 3.249 2.980 5.337 -1.04 0.19 0.88
C 2.371 2.536 4.141 -0.56 -1.56 0.74
C 1.207 1.621 4.672 0.40 0.92 0.56
C 1.677 0.499 5.568 0.02 -0.49 -0.48
C 2.619 0.898 6.678 0.31 0.99 -0.32
C 4.834 1.067 5.438 -0.27 0.54 1.33
H 6.771 3.125 9.383 0.14 0.08 -0.40
H 5.269 3.987 9.548 -0.22 -0.18 0.01
H 6.525 4.831 8.797 0.52 -0.29 -0.04
H 6.381 3.051 6.813 0.01 -0.07 0.12
H 5.119 4.278 7.026 0.34 0.23 -0.15
H 3.539 2.815 8.102 0.22 0.13 0.10
H 4.641 1.421 8.019 0.29 0.29 0.51
H 2.611 3.503 6.048 -0.23 0.37 -0.18
H 4.023 3.695 5.056 0.29 -0.45 0.03
H 1.914 3.398 3.656 0.41 0.17 0.05
H 2.965 1.969 3.424 0.20 0.15 -0.25
H 0.591 2.299 5.262 -0.22 0.02 0.17
H 0.509 1.143 3.985 0.31 0.39 -0.73
H 0.774 0.014 5.940 0.04 0.15 0.74
H 2.048 -0.341 4.980 0.58 0.11 -0.20
H 2.117 1.501 7.435 -0.15 -0.25 0.04
H 3.056 0.007 7.129 0.25 0.30 0.12
H 5.663 1.724 5.176 -0.25 0.06 -0.19
H 4.380 0.594 4.567 -0.02 0.13 0.21
H 5.233 0.331 6.136 -0.09 -0.20 -0.21
N -4.060 -2.975 -2.298 -8.05 -3.77 -6.50
S -3.291 -2.862 -1.127 9.72 0.77 9.95
O -2.333 -3.935 -0.782 -2.15 1.52 -0.36
O -3.800 -2.082 -0.019 0.31 0.10 -0.95
F -2.232 -1.894 -1.854 1.49 2.13 -0.36
S -4.986 -4.312 -1.791 -3.66 -3.22 0.57
O -5.669 -4.180 -0.488 1.52 0.90 -2.87
O -4.407 -5.582 -2.069 0.40 1.29 -0.21
F -6.194 -4.254 -2.859 0.81 1.00 0.40
N -0.487 -4.686 4.149 3.50 4.10 6.42
S -0.824 -4.266 2.792 -5.62 -4.47 -10.83
O 0.222 -3.914 1.796 -0.70 0.85 1.59
O -2.219 -3.885 2.528 2.89 1.64 0.61
F -1.007 -5.811 2.422 0.35 -0.63 -1.02
S -0.096 -3.106 4.658 2.48 0.62 5.38
O -1.221 -2.274 5.015 1.18 -0.68 -1.09
O 1.118 -2.401 4.094 -2.70 -1.98 0.80
F 0.447 -3.626 6.161 -0.45 0.89 -2.38
```
Forces are in eV/Å.

The LUMO energy comes out at -0.49925 hartree. The energy above the lowest of the compared OMol25 structures with the same formula, charge and spin comes out at 0.0 kJ/mol. As for the HOMO-LUMO gap: 5.085 eV. The multiplicity is 2. The HOMO energy is -18.67 eV. The total charge is +6.

These are the Löwdin partial charges, in e, on atoms 1 to 4: number 1, C, carries -0.067; number 2, C, carries -0.317; number 3, O, carries -0.035; number 4, H, carries 0.059